80
Properties=species:S:1:pos:R:3:forces:R:3 method="wB97M-V/def2-TZVPD" total_energy_ha=-5742.8943 homo_energy_ev=-8.701 total_charge=0
C -2.901524 -2.856878 0.286504 0.81 0.89 0.03
C -2.476364 -2.014574 -0.970887 -0.75 -0.89 0.40
S -0.652815 -2.079641 -1.088142 -0.03 0.06 -0.32
C -0.000215 -0.391587 -1.349455 0.28 -0.39 0.02
C 0.924227 0.164760 -0.165163 -0.81 1.01 -0.85
C 1.903823 1.078555 -0.868479 1.22 -1.16 0.35
N 2.844003 1.521169 -1.378325 -1.15 0.06 0.28
C 1.610654 -1.048678 0.505495 0.61 0.22 0.69
C 2.863676 -0.761198 1.346313 0.10 0.24 -0.20
O 3.868830 -0.264774 0.982179 -0.18 -0.13 -0.11
Br 2.794668 -1.371024 3.244778 -0.20 -0.15 -0.37
C 0.059511 1.088748 0.754332 -0.96 0.13 0.25
C -1.259920 0.420022 1.079915 -0.38 -0.44 0.20
N -2.294676 -0.007410 1.383893 1.46 0.54 -0.32
C 0.661867 1.478118 2.137053 -0.24 0.16 -0.43
C 1.919197 2.372434 2.115394 0.59 0.05 1.55
C 2.131124 2.878416 3.556860 -0.19 0.50 -0.44
C 1.561679 4.096326 3.939819 -0.25 0.38 -0.15
C 1.723874 4.615321 5.212579 0.07 0.16 0.74
C 2.440212 3.907675 6.177168 0.12 -0.26 -0.22
C 3.009242 2.700503 5.804098 0.16 -0.21 0.23
C 2.872517 2.203711 4.510940 0.30 -0.47 0.20
C -0.354166 2.398290 -0.022459 0.06 -0.45 0.72
O -1.577158 2.865010 0.585577 0.27 0.77 -1.25
C -2.543691 3.125502 -0.349594 -1.38 1.08 -0.22
C -3.256752 4.479904 -0.215685 -0.13 -0.89 1.35
O -2.880199 2.365533 -1.213219 0.82 -0.46 -0.08
H -3.711354 -2.342238 0.817515 0.02 -0.39 -0.21
H -3.113747 -3.900376 0.036212 -0.17 0.35 -0.03
H -2.029211 -2.850158 0.961929 -0.50 -0.10 0.01
H -2.873901 -0.994159 -0.943872 0.39 -0.17 0.10
H -2.926737 -2.535374 -1.830810 0.50 0.44 -0.04
H -0.859216 0.260626 -1.549587 0.38 -0.01 -0.01
H 0.665636 -0.448487 -2.224136 -0.47 0.06 0.12
H 1.975492 -1.697032 -0.310780 -0.16 0.06 0.38
H 0.907766 -1.582690 1.155186 0.01 0.13 -0.52
H -0.123936 2.041635 2.670204 0.21 -0.20 -0.25
H 0.791343 0.553956 2.721666 0.26 0.38 -0.11
H 2.855994 1.869324 1.841690 -0.45 -0.07 -0.27
H 1.839342 3.281293 1.506567 -0.22 -0.45 -0.13
H 0.977829 4.699213 3.239062 0.18 -0.33 -0.03
H 1.301360 5.580648 5.493714 -0.01 -0.23 -0.27
H 2.586446 4.258577 7.197310 -0.17 0.14 -0.29
H 3.580697 2.119261 6.530827 -0.13 0.19 -0.21
H 3.377416 1.263666 4.288848 -0.21 0.21 -0.18
H -0.466186 2.229811 -1.099643 -0.21 -0.07 0.34
H 0.368512 3.210330 0.118074 0.04 -0.44 0.00
H -4.330860 4.244054 -0.153745 0.32 0.17 -0.31
H -2.995254 4.929915 0.752088 0.11 0.21 -0.52
H -3.077054 5.134539 -1.073457 0.11 -0.23 0.20
C 5.526282 -2.988985 -1.613749 0.11 -0.07 0.05
S 4.368792 -1.805740 -2.321565 -0.03 0.04 0.04
O 3.967989 -2.321248 -3.656316 0.06 -0.01 0.04
C 5.567833 -0.494438 -2.587093 0.12 0.08 0.00
H 4.984877 -3.910193 -1.404086 -0.06 0.05 -0.04
H 6.328647 -3.192631 -2.323299 -0.05 0.04 -0.05
H 5.934158 -2.588803 -0.684694 -0.04 0.04 -0.01
H 6.367763 -0.853102 -3.235593 -0.06 -0.09 -0.01
H 5.972551 -0.173365 -1.626924 -0.08 0.01 0.02
H 5.056715 0.340389 -3.062371 -0.09 -0.04 0.06
C -6.300561 2.821856 -5.493990 -0.02 -0.01 -0.16
S -5.218649 3.359880 -4.159469 -0.02 -0.07 0.15
O -4.980145 4.816763 -4.341765 0.04 -0.05 -0.07
C -3.750649 2.499254 -4.742270 0.09 -0.03 -0.13
H -7.275934 3.281940 -5.346119 0.05 0.03 0.07
H -5.891571 3.137633 -6.454285 0.04 0.03 0.04
H -6.403743 1.736825 -5.464659 0.02 0.01 0.05
H -3.500634 2.834513 -5.749503 -0.07 0.05 0.01
H -3.933348 1.424362 -4.735712 -0.02 0.01 0.05
H -2.931629 2.732108 -4.064602 -0.09 0.01 0.08
C -2.030203 -7.800181 1.599892 -0.03 -0.14 0.01
S -1.497200 -6.308547 0.746173 0.06 0.06 0.07
O -2.461702 -6.063669 -0.358606 0.04 -0.17 -0.02
C -0.017577 -7.024387 0.013852 0.07 -0.10 -0.06
H -2.973328 -7.586205 2.099493 0.02 0.08 -0.04
H -2.174296 -8.607631 0.881454 0.01 0.06 -0.05
H -1.283039 -8.082281 2.342163 0.01 0.05 -0.01
H -0.287615 -7.880565 -0.604827 -0.07 0.03 0.01
H 0.667137 -7.330736 0.805337 -0.02 0.04 0.02
H 0.457074 -6.263384 -0.603217 -0.07 0.05 0.03


15
Properties=species:S:1:pos:R:3:forces:R:3 method="wB97M-V/def2-TZVPD" total_energy_ha=-304.5966 homo_energy_ev=-7.617 e_above_lowest_ev=6.500 total_charge=0
C -2.046389 -0.480841 -0.041003 0.52 -3.75 -1.98
N -1.162260 -1.510919 -0.084197 -0.41 3.19 0.96
N 0.134492 -0.851948 0.068516 -2.16 0.51 0.31
C 1.551307 -1.011181 0.102924 2.60 -0.13 -1.83
C 1.643853 0.565902 -0.280237 0.04 -0.14 -0.76
C 0.140627 0.608518 0.443271 -2.39 -2.29 -0.32
C -1.361400 0.828830 -0.058063 -4.05 4.62 0.28
H -3.302621 -0.564328 -0.321752 4.25 -0.16 1.04
H 2.160207 -1.688712 -0.611344 -1.67 0.87 0.45
H 2.047705 -1.275122 1.047469 -0.57 0.39 0.48
H 2.575653 1.206611 -0.046112 -1.76 -0.96 0.64
H 1.627737 0.658042 -1.449576 -0.74 -0.28 2.24
H -0.026017 0.698834 1.603275 1.44 0.17 -1.79
H -2.280447 1.417951 0.675392 3.44 -0.80 -1.34
H -1.702453 1.398357 -1.048556 1.46 -1.25 1.62


10
Properties=species:S:1:pos:R:3:forces:R:3 method="wB97M-V/def2-TZVPD" total_energy_ha=-968.6379 homo_energy_ev=-2.488 e_above_lowest_ev=2.822 total_charge=-1
C 1.164169 -0.608812 -1.237054 -0.14 2.37 0.18
C 0.370617 -0.170652 1.078967 2.15 0.28 -0.97
O 1.206483 2.423383 -0.071125 0.57 -0.46 -0.07
O -1.006663 1.368218 -0.668782 1.34 0.20 0.12
P 0.589694 1.093108 -0.306232 0.72 -1.15 -0.51
S -0.161546 -1.368926 -0.206183 0.40 -0.58 0.57
H 1.062052 -0.744688 -2.362631 -0.37 0.34 1.27
H 1.438606 -0.404594 1.476120 -1.99 0.19 -0.51
H -0.358318 0.132552 1.800732 -0.40 -0.16 0.58
H -1.013309 0.412449 -0.828383 -2.26 -1.03 -0.66


77
Properties=species:S:1:pos:R:3:forces:R:3 method="wB97M-V/def2-TZVPD" total_energy_ha=-3859.2169 homo_energy_ev=-2.087 total_charge=-2
C 0.409776 2.477156 4.315949 -1.14 1.11 0.36
C 0.672647 2.521380 2.732602 0.44 1.61 1.42
C 1.364915 1.300708 1.998362 -0.48 1.80 -1.43
I 3.169468 1.032740 3.209732 0.10 -0.09 -0.26
C 0.466880 0.026970 1.465087 -0.08 0.05 0.81
C 0.477895 -1.099768 2.595192 -0.29 -3.99 3.04
C 0.219484 -2.618802 2.455716 0.14 0.32 1.89
C 0.244194 -3.652567 3.634181 1.07 4.84 1.63
C 0.567323 -3.051618 5.050929 -0.68 2.25 -5.00
C 0.750790 -1.480871 5.002081 -0.45 -2.86 -0.17
N 0.688444 -0.646236 3.920170 0.06 -2.42 -0.78
C 1.121977 -0.360456 -0.000028 1.79 -0.03 0.38
C 2.758969 -0.509953 0.099681 1.74 0.43 -0.59
N 3.339863 -1.440679 1.068564 -0.10 -0.36 -0.11
P 0.852411 -2.033699 -0.772860 -3.04 -5.66 -3.56
O -0.503219 -2.696242 -0.918874 2.05 1.90 1.08
O 1.750553 -3.394308 -0.139150 0.23 1.77 -0.77
O 1.513200 -2.094176 -2.389980 0.28 0.60 2.66
C 0.751145 0.752997 -1.161515 1.17 1.49 -1.20
C 2.042493 1.548260 -1.778826 -0.01 0.81 -0.36
C 2.844902 0.813588 -2.935991 1.57 0.75 -0.82
C 3.386881 1.937879 -3.996346 0.15 -1.26 -1.00
C 2.641689 1.760744 -5.432420 -0.35 1.66 0.52
N 3.186412 0.621966 -6.235134 -0.83 -0.03 -0.47
C -0.157626 0.408407 -2.400383 -6.20 -1.07 -6.86
O -0.135290 1.266914 -3.391835 2.29 -0.74 3.25
O -1.152909 -0.499917 -2.635593 4.93 1.94 3.83
O 0.054230 1.967274 -0.647941 -0.80 -1.58 1.43
S -1.411178 1.755302 0.024684 -6.79 5.60 -1.03
O -2.588589 1.485737 -0.913929 4.10 -1.57 1.81
O -1.872811 3.123980 0.531141 3.49 -3.19 -0.08
C -1.129359 0.456738 1.337790 -0.68 -2.35 0.25
C -2.084718 -0.735221 0.815036 -1.97 -0.71 -0.75
C -3.672114 -0.481053 1.140734 -0.41 -0.56 -1.18
C -4.563935 -1.256169 0.006043 -0.56 -0.07 0.57
C -5.585311 -0.244774 -0.757006 -0.18 -0.04 1.31
S -5.518079 -0.363447 -2.604544 -0.79 -4.06 -3.11
O -6.882453 -0.809266 -3.105776 3.03 1.85 1.66
O -4.421903 -1.229821 -3.142155 -2.44 2.65 2.01
Cl -5.174603 1.570330 -3.344248 -0.19 -0.78 0.65
C -1.859016 0.738105 2.748072 -3.82 1.17 7.21
O -2.342967 1.882090 3.106728 2.23 -2.24 -3.06
O -2.165067 -0.234259 3.725491 2.61 1.80 -5.36
H -0.216530 3.436790 4.522510 0.94 -1.52 -0.40
H 1.334094 2.611453 4.974274 -1.04 -0.55 -1.11
H -0.257845 1.630793 4.682367 1.11 0.97 -0.68
H 1.431075 3.403471 2.640513 -1.07 -1.54 -0.13
H -0.278511 2.952197 2.288798 0.99 -1.20 0.08
H 1.844960 1.818191 1.073097 -1.01 -1.27 1.52
H -0.070254 -3.061329 1.462008 0.43 0.66 1.16
H 0.037258 -4.758837 3.484186 0.29 1.74 0.01
H 0.619159 -3.662853 6.006062 -0.05 1.02 -1.44
H 0.957910 -1.026256 6.044048 -0.39 -0.38 -2.02
H 3.310713 0.466550 0.295419 -1.24 -0.86 -0.47
H 3.193022 -0.881504 -0.912220 -1.30 1.01 1.22
H 4.241230 -1.158303 1.452831 -1.01 0.05 0.00
H 2.746958 -1.978273 1.684810 0.16 0.24 -0.06
H 1.638390 -4.108680 -0.816444 -0.30 1.13 0.69
H 2.465786 -2.326643 -2.343654 -0.69 0.33 0.08
H 2.702118 2.009020 -0.942340 -0.79 -1.32 -1.16
H 1.674989 2.530834 -2.277688 -0.16 -2.12 0.90
H 3.809849 0.269819 -2.597131 -1.67 0.75 -0.12
H 2.260157 0.072024 -3.569855 0.33 1.02 1.32
H 3.294509 3.004113 -3.601339 -0.02 -1.44 -0.52
H 4.500909 1.717949 -4.226658 -1.67 0.52 0.43
H 2.837233 2.721108 -6.050222 -0.17 -1.44 0.96
H 1.503375 1.712189 -5.292180 1.59 -0.05 0.12
H 2.627308 -0.241366 -6.088405 0.45 0.89 0.14
H 3.012374 0.854184 -7.232083 0.21 -0.26 0.94
H -2.099148 -0.874436 -0.317912 0.77 0.43 1.44
H -1.911558 -1.757098 1.268616 0.46 1.53 -0.30
H -3.990500 -0.946113 2.130462 0.81 1.09 -1.13
H -3.965535 0.616427 1.049386 0.62 -1.43 0.55
H -3.939306 -1.886187 -0.709570 -0.75 1.15 0.73
H -5.256227 -2.004224 0.557475 1.09 1.15 -0.94
H -5.445707 0.847700 -0.461292 0.20 -1.46 -0.62
H -6.667647 -0.518676 -0.457298 1.67 0.42 -1.02


12
Properties=species:S:1:pos:R:3:forces:R:3 method="wB97M-V/def2-TZVPD" total_energy_ha=-323.3823 homo_energy_ev="-9.201 / -9.201" e_above_lowest_ev=3.739 total_charge=0
H 1.308185 -1.286206 1.509976 -0.19 -0.40 -0.26
N 0.302572 -1.232019 1.693557 0.02 1.16 0.89
C -0.324727 -0.685153 0.737283 0.05 -2.26 -0.25
C 0.181431 -0.780765 -0.667817 -0.49 1.70 -1.66
C -0.288621 0.632276 -1.462610 0.62 -1.73 1.26
C -0.416861 1.655536 -0.626516 0.04 -0.31 -0.07
C -0.189880 1.775674 0.690246 0.08 1.99 0.01
O -0.027325 2.344304 1.694124 -0.15 -0.94 -0.43
H -1.409334 -0.566693 0.839982 0.16 0.28 0.10
H 1.282961 -0.912368 -0.659881 -0.52 0.41 -0.25
H -0.225420 -1.748928 -1.031841 0.02 0.79 -0.35
H -0.493308 0.789250 -2.550000 0.36 -0.69 1.01


13
Properties=species:S:1:pos:R:3:forces:R:3 method="wB97M-V/def2-TZVPD" total_energy_ha=-286.5632 homo_energy_ev=-9.822 e_above_lowest_ev=1.862 total_charge=0
C -0.491034 -1.379867 0.551238 0.12 -0.02 0.02
C -1.016814 -0.174967 0.371920 -0.17 -0.29 0.71
C -0.200343 1.093991 0.356990 -0.12 0.02 0.04
N 1.226007 0.884912 0.166351 0.25 0.11 -0.28
C 1.596110 0.436025 -0.959344 0.01 0.04 0.59
O 0.801152 0.052656 -1.975497 -1.36 -0.57 0.40
H -1.043511 -2.305029 0.586224 -0.39 0.09 0.07
H 0.563474 -1.477665 0.728706 0.44 -0.05 -0.26
H -2.094916 -0.072777 0.415656 -0.10 0.15 -0.41
H -0.355718 1.599685 1.316196 0.06 -0.01 -0.10
H -0.600988 1.770655 -0.411207 0.06 -0.06 0.02
H 2.657997 0.294285 -1.175275 -0.25 0.13 -0.04
H -0.092403 -0.208262 -1.579442 1.45 0.47 -0.75